{"formula": "C10H4F6N2O6OsS2Se4", "method": "ωB97M-V with the def2-TZVPD basis set", "elements": ["Os", "Se", "Se", "Se", "Se", "F", "C", "F", "F", "S", "O", "O", "N", "S", "O", "O", "C", "F", "F", "F", "O", "C", "N", "C", "O", "C", "C", "C", "C", "C", "C", "H", "H", "H", "H"], "coordinates": [[-1.877664, -0.728574, -0.166526], [-2.452670, -2.804057, 0.728002], [-3.741424, -3.914682, -0.876114], [-5.145211, -2.240132, -1.639201], [-4.108184, -0.273355, -1.027381], [2.120691, 0.770822, 1.600632], [1.332443, 1.772085, 1.958252], [1.796888, 2.907433, 1.463434], [1.262735, 1.845185, 3.274467], [-0.330866, 1.440684, 1.253403], [-0.859096, 0.233103, 1.894380], [-0.126302, 1.275130, -0.173996], [-1.090766, 2.753967, 1.684537], [-2.645532, 2.655902, 1.394550], [-3.298247, 3.916382, 1.423496], [-2.863558, 1.773921, 0.244366], [-3.389458, 1.724537, 2.850900], [-4.508824, 2.350119, 3.208292], [-2.547221, 1.703746, 3.873388], [-3.684956, 0.475219, 2.500778], [-0.768780, -0.643113, -2.383010], [0.217312, -1.022398, -1.741754], [0.027474, -1.525904, -0.493008], [1.258830, -1.824289, 0.106108], [1.427478, -2.244051, 1.216740], [2.303797, -1.507213, -0.936438], [3.673590, -1.628092, -0.888201], [4.394457, -1.204113, -2.004293], [3.753589, -0.675854, -3.120472], [2.365156, -0.562244, -3.163608], [1.665015, -0.992113, -2.057534], [4.169114, -2.028031, -0.012638], [5.474234, -1.283933, -1.998866], [4.340782, -0.345567, -3.967578], [1.855174, -0.150519, -4.025107]], "forces_ev_per_a": [[0.7, -0.7, -0.1], [-0.1, 0.0, 0.1], [-0.3, 0.3, -0.1], [0.4, -0.1, 0.2], [-0.6, 0.0, -0.2], [0.2, -0.1, 0.0], [-0.2, 0.1, 0.0], [0.1, 0.0, 0.0], [0.1, 0.0, 0.1], [-0.1, 0.4, 0.1], [0.2, 0.0, -0.2], [0.0, 0.1, 0.1], [0.1, -0.3, 0.0], [-0.2, -0.3, -0.3], [0.3, 0.1, -0.1], [-0.2, 0.2, 0.3], [0.0, 0.2, -0.1], [0.1, -0.2, 0.0], [-0.1, 0.0, 0.1], [-0.1, -0.1, 0.1], [0.1, 0.1, 0.1], [0.1, 0.0, -0.1], [-0.2, 0.4, 0.0], [0.0, -0.1, 0.0], [0.0, 0.0, 0.0], [-0.1, 0.0, 0.0], [0.1, 0.0, 0.0], [0.0, 0.0, 0.0], [-0.1, 0.0, 0.0], [0.0, 0.0, -0.1], [-0.1, -0.1, 0.0], [0.0, 0.0, 0.0], [0.0, 0.0, 0.0], [0.0, 0.0, 0.0], [0.0, 0.0, 0.0]], "mulliken_spin": [2.6108, 0.2353, 0.1628, 0.3874, 0.4242, 0.0004, 0.0016, 0.0004, -0.0006, -0.0515, 0.0295, 0.0194, 0.0055, 0.0085, 0.0061, 0.0397, -0.0035, -0.0003, -0.0007, 0.0025, 0.0730, -0.0346, 0.0401, 0.0233, 0.0062, -0.0062, -0.0012, 0.0033, -0.0005, 0.0044, 0.0141, -0.0001, 0.0001, 0.0001, 0.0005], "de_lowest_kj_mol": 93.67, "energy_ha": -12036.3621, "total_charge": 0, "multiplicity": 5, "orbital_gap_ev": [7.16, 5.97], "e_lumo_ha": [-0.0582, -0.1209]}

{"formula": "C10H54O17", "method": "ωB97M-V with the def2-TZVPD basis set", "elements": ["O", "H", "H", "O", "H", "H", "O", "H", "H", "O", "H", "H", "O", "H", "H", "O", "H", "H", "O", "H", "H", "O", "H", "H", "O", "H", "H", "O", "H", "H", "O", "H", "H", "O", "H", "H", "C", "C", "O", "H", "H", "H", "H", "H", "H", "C", "C", "O", "H", "H", "H", "H", "H", "H", "C", "C", "O", "H", "H", "H", "H", "H", "H", "C", "C", "O", "H", "H", "H", "H", "H", "H", "C", "C", "O", "H", "H", "H", "H", "H", "H"], "coordinates": [[-2.441529, -3.901616, 2.249742], [-3.269038, -3.710984, 1.797168], [-2.213809, -3.080142, 2.700872], [0.717332, -0.233855, -3.758931], [1.575112, 0.209501, -3.678957], [0.127898, 0.282159, -3.202563], [-2.040781, -1.922055, 4.470589], [-1.261190, -1.554890, 4.024933], [-2.140440, -1.390192, 5.265201], [0.811161, 3.016188, 3.121494], [1.339285, 3.680105, 3.573956], [-0.096056, 3.221260, 3.365701], [-3.600494, -0.169368, -0.003959], [-4.474048, -0.562916, -0.091282], [-3.639769, 0.329379, 0.820182], [0.803730, -1.908191, 4.022089], [0.845384, -1.717095, 3.078571], [1.327873, -1.215055, 4.434315], [0.124978, -3.401044, 0.970475], [-0.534631, -4.025403, 1.296266], [-0.333204, -2.554660, 0.944568], [-2.937624, 0.486056, -2.816824], [-2.524767, -0.327300, -3.121946], [-3.335870, 0.252435, -1.969275], [0.521909, -3.118186, -3.646479], [0.528454, -2.176349, -3.866206], [1.097400, -3.193539, -2.879077], [-3.306976, 0.206575, 2.852880], [-3.802184, 0.574760, 3.589080], [-2.817140, -0.539591, 3.236173], [2.786371, -3.090095, 0.127516], [2.782257, -2.142876, -0.045800], [1.940606, -3.251342, 0.568431], [3.505361, -0.713278, -1.388689], [3.387630, 0.198970, -1.098826], [3.616445, -0.658234, -2.341594], [0.075997, -0.223936, -0.651814], [0.212744, -0.247623, 0.901940], [-0.970369, -0.872890, 1.397396], [0.671184, 0.602413, -1.049453], [-0.934322, 0.171842, -0.787963], [0.232860, -1.140125, -1.213951], [0.300047, 0.751367, 1.331381], [1.081596, -0.828606, 1.212443], [-1.661509, -0.206071, 1.356812], [-2.046435, -3.768369, -1.360288], [-2.856941, -5.020815, -1.089910], [-4.253733, -4.729324, -1.041852], [-2.003096, -3.538114, -2.425364], [-0.995206, -3.848829, -1.079464], [-2.379275, -2.937200, -0.736162], [-2.687491, -5.483656, -0.115364], [-2.593050, -5.844743, -1.758830], [-4.573398, -4.425063, -1.895875], [2.090422, 4.274966, -3.510184], [2.180711, 3.031426, -2.627232], [2.432570, 1.911908, -3.452458], [1.751769, 5.172668, -2.994248], [1.440632, 4.067669, -4.362378], [3.041036, 4.482871, -4.006085], [1.290240, 2.786199, -2.046615], [2.959073, 3.216868, -1.880937], [3.390025, 1.854809, -3.535126], [5.104454, 2.344321, 1.489828], [4.443976, 0.954698, 1.372694], [3.103350, 1.122327, 0.913320], [4.525602, 3.145081, 1.950373], [5.372437, 2.634217, 0.473583], [5.970723, 2.200092, 2.138490], [4.420589, 0.545350, 2.385423], [4.963072, 0.309557, 0.667829], [2.787346, 1.987505, 1.184685], [-2.171360, 3.586602, 1.220766], [-1.884345, 3.409285, -0.285857], [-1.840148, 4.750730, -0.804583], [-1.406348, 4.234321, 1.647098], [-2.234017, 2.597758, 1.682423], [-3.113678, 4.103477, 1.404047], [-2.692663, 3.031410, -0.913274], [-0.914276, 2.978901, -0.531527], [-2.700432, 4.955595, -1.173527]], "forces_ev_per_a": [[0.0, 0.0, -0.1], [0.0, -0.1, -0.1], [-0.1, -0.1, 0.2], [0.1, -0.3, -0.2], [-0.4, 0.2, 0.0], [-0.1, 0.1, 0.0], [-0.4, 0.6, -0.5], [0.6, -0.3, 0.4], [0.1, -0.1, 0.2], [0.1, 0.0, 0.0], [0.0, 0.0, 0.0], [-0.1, 0.0, -0.1], [-0.1, 0.1, -0.3], [0.0, -0.1, 0.1], [-0.1, 0.0, 0.2], [-0.2, 0.3, 0.0], [0.1, -0.2, -0.1], [0.1, 0.0, 0.0], [0.4, -0.1, 0.1], [-0.1, 0.1, 0.1], [-0.4, -0.1, 0.0], [0.0, 0.1, -0.1], [0.0, -0.1, -0.1], [0.2, 0.0, 0.2], [-0.1, -0.1, -0.1], [0.1, 0.1, 0.1], [0.0, 0.0, 0.1], [0.1, 0.2, -0.1], [-0.1, 0.1, 0.0], [-0.2, -0.2, 0.1], [0.0, 0.1, 0.2], [0.2, 0.0, -0.3], [-0.1, -0.3, 0.0], [0.1, 0.3, 0.0], [-0.2, 0.1, 0.2], [0.0, -0.2, 0.0], [-0.2, 1.8, 1.1], [0.0, -0.4, -1.5], [0.2, -0.1, 0.9], [0.5, -0.4, -0.1], [-0.2, -0.4, -0.4], [0.1, -0.1, 0.3], [0.1, 0.1, -0.2], [-0.1, 0.0, 0.1], [-0.2, -0.2, -0.1], [0.7, -0.2, 0.2], [0.1, -0.1, 0.6], [-0.3, -0.2, -0.1], [-0.4, 0.3, 0.0], [0.0, -0.5, 0.0], [-0.4, 0.1, -0.3], [0.3, 0.5, 0.2], [-0.3, 0.2, -0.5], [0.2, 0.0, -0.1], [-0.4, -0.2, -0.4], [-0.1, 1.0, 0.1], [1.0, -0.5, 0.2], [0.0, -0.1, 0.1], [-0.4, 0.0, 0.2], [0.3, 0.0, 0.4], [-0.3, 0.3, -0.3], [0.2, -0.4, 0.0], [0.0, -0.1, -0.3], [0.6, -1.1, -0.4], [-0.7, 1.8, 1.0], [-0.2, -0.5, -0.7], [-0.5, -0.3, 0.0], [0.3, 0.4, 0.2], [0.3, 0.3, -0.4], [0.0, -0.5, -0.2], [0.0, -0.1, 0.2], [-0.1, 0.0, 0.2], [-0.1, -0.9, -0.8], [-1.0, 2.1, -0.1], [0.7, 0.8, -0.3], [0.2, -0.3, 0.0], [0.2, 0.1, 0.4], [-0.1, -0.1, -0.3], [0.2, -1.4, 0.7], [-0.2, -0.4, 0.3], [0.0, 0.1, 0.0]], "mulliken_charge": [-0.6374, 0.3337, 0.2903, -0.6158, 0.4000, 0.2151, -0.7176, 0.4364, 0.2677, -0.5464, 0.2845, 0.2731, -0.4887, 0.2367, 0.1423, -0.7260, 0.3673, 0.3195, -0.5705, 0.2771, 0.1301, -0.6193, 0.3045, 0.3345, -0.6451, 0.3719, 0.2988, -0.5761, 0.2439, 0.2885, -0.6713, 0.2803, 0.4497, -0.5167, 0.2029, 0.2266, 0.4727, -0.1469, 0.2181, -0.1725, -0.0172, 0.0127, 0.3386, -0.0799, -0.2838, -0.3196, -0.6419, -0.5511, 0.5149, 0.0637, 0.0088, 0.2615, 0.3686, 0.3070, -1.3073, 0.5472, -0.5499, 0.3676, 0.3348, 0.3276, -0.1495, 0.0446, 0.3094, -1.2098, -0.2813, -0.1922, 0.3325, 0.2897, 0.3676, 0.2367, 0.3539, 0.1346, -0.6625, 0.3232, -0.5925, 0.2103, 0.1015, 0.3503, 0.2990, -0.3082, 0.3246], "de_lowest_kj_mol": 216.44, "energy_ha": -1692.4055, "total_charge": 0, "orbital_gap_ev": 9.63, "e_lumo_ha": -0.0108}

{"formula": "C10H5BLiNO11", "method": "ωB97M-V with the def2-TZVPD basis set", "elements": ["Li", "C", "O", "O", "O", "O", "C", "O", "B", "O", "C", "O", "O", "C", "O", "C", "O", "O", "N", "C", "C", "C", "C", "C", "H", "H", "H", "H", "H"], "coordinates": [[-0.098797, -1.851607, -0.320210], [-0.673387, -3.833769, -1.508683], [-0.669990, -3.784129, -0.276646], [-1.217417, -4.793953, -2.034395], [-0.568356, -2.834117, -2.148344], [-0.832975, -0.051374, -0.208671], [-1.344739, 1.019850, 0.020218], [-2.558575, 1.413359, -0.186056], [-2.688597, 2.825816, -0.027664], [-1.440510, 3.224894, 0.696528], [-0.655216, 2.166156, 0.717991], [0.549757, 2.061564, 1.065686], [-3.843132, 3.328423, 0.755371], [-4.691767, 3.903193, -0.145610], [-5.871921, 4.358945, 0.042277], [-3.938106, 4.202209, -1.473568], [-2.837877, 3.507482, -1.385331], [-4.400666, 4.747921, -2.465447], [1.814337, -1.753768, 0.388893], [2.369262, -0.896510, 1.250567], [3.728000, -0.822395, 1.672262], [4.527964, -1.704762, 1.036993], [4.083038, -2.679412, 0.135687], [2.686080, -2.659662, -0.131149], [1.747011, -0.151740, 1.724412], [4.139086, -0.079503, 2.339731], [5.545811, -1.858419, 1.363756], [4.740829, -3.458132, -0.221135], [2.400854, -3.546561, -0.677462]], "forces_ev_per_a": [[-0.3, 0.1, -0.2], [-2.7, 0.2, 2.5], [1.5, -0.6, 3.5], [-0.8, -4.3, -2.2], [2.2, 4.8, -3.7], [-0.6, 0.2, 0.0], [0.5, -0.7, 0.8], [-1.2, -1.5, -1.1], [-0.4, 2.4, 0.1], [0.5, -0.7, 0.0], [4.7, 0.4, 0.3], [-3.9, 0.8, -0.5], [-1.3, -0.2, -1.9], [-4.2, 3.3, 1.4], [5.1, -2.6, -0.2], [-1.8, -0.8, -1.3], [1.5, -0.5, 0.5], [1.1, -0.5, 2.0], [1.8, -0.7, 0.1], [0.5, 1.3, 1.0], [-1.9, -0.2, -1.5], [2.0, -2.2, -0.1], [-2.4, 1.4, 0.7], [2.0, -0.6, 0.5], [-0.7, 0.0, -0.3], [-0.5, 0.0, 0.2], [0.4, 0.5, -0.1], [-0.1, 0.1, -0.2], [-1.2, 0.4, -0.4]], "mulliken_spin": [-0.0051, -0.0371, 0.2111, 0.6116, 0.2223, -0.0023, -0.0005, 0.0001, -0.0002, 0.0001, 0.0000, 0.0000, 0.0000, 0.0000, 0.0000, 0.0000, 0.0000, 0.0000, 0.0017, -0.0004, 0.0000, 0.0002, -0.0001, -0.0003, 0.0001, 0.0000, 0.0000, 0.0000, -0.0012], "energy_ha": -1299.1922, "total_charge": -1, "multiplicity": 2, "orbital_gap_ev": [9.60, 8.41], "e_lumo_ha": [0.0838, 0.0410]}